Record 1
The following is a DFT calculation (ωB97M-V/def2-TZVPD) of C22H62O10Zr as an isolated structure in a non-equilibrium geometry.

Structure (XYZ):
```
95
Properties=species:S:1:pos:R:3:lowdin_spin:R:1
Zr -3.11 -0.46 -1.69 0.94
C -0.24 1.99 0.71 0.00
C -0.06 0.74 -0.19 0.00
C 0.86 -0.28 0.45 0.00
O -1.29 0.25 -0.67 0.00
H 0.71 2.34 1.12 0.00
H -0.82 1.89 1.62 0.00
H -0.71 2.73 0.06 0.00
H 0.52 1.16 -1.01 0.00
H 0.54 -0.66 1.42 0.00
H 1.87 0.12 0.57 0.00
H 0.86 -1.16 -0.18 0.00
C 0.43 -2.44 -2.89 0.00
C -0.85 -2.47 -3.70 0.00
C -1.25 -3.89 -4.13 0.00
O -1.84 -1.72 -2.98 0.03
H 1.30 -2.93 -3.33 0.00
H 0.30 -2.92 -1.92 0.00
H 0.77 -1.43 -2.66 0.00
H -0.69 -1.89 -4.61 0.00
H -1.47 -4.44 -3.21 0.00
H -0.44 -4.40 -4.65 0.00
H -2.15 -3.83 -4.74 0.00
C -2.75 -0.64 2.89 0.00
C -3.98 -1.37 3.39 0.00
O -4.26 -2.35 2.38 0.00
H -2.93 -0.24 1.89 0.00
H -1.86 -1.26 2.83 0.00
H -2.45 0.18 3.53 0.00
H -4.85 -0.75 3.60 0.00
H -3.72 -1.81 4.35 0.00
H -4.84 -3.05 2.69 0.00
C 1.13 5.43 -0.14 0.00
C 1.34 5.48 -1.64 0.00
O 0.26 4.85 -2.29 0.00
H 1.19 4.38 0.16 0.00
H 0.20 5.94 0.12 0.00
H 1.93 5.96 0.38 0.00
H 2.27 4.97 -1.88 0.00
H 1.33 6.52 -1.97 0.00
H -0.53 5.38 -2.15 0.00
C -2.98 -4.28 -0.74 0.00
C -2.27 -3.14 -0.04 0.00
O -3.17 -2.02 -0.09 0.02
H -2.30 -5.11 -0.95 0.00
H -3.31 -3.91 -1.71 0.00
H -3.76 -4.82 -0.20 0.00
H -1.29 -2.89 -0.45 0.00
H -2.04 -3.44 0.98 0.00
H -3.69 -2.18 0.70 0.00
C 2.05 1.79 3.71 0.00
C 2.31 3.29 3.89 0.00
O 3.66 3.57 4.35 0.00
H 0.97 1.63 3.61 0.00
H 2.38 1.29 4.62 0.00
H 2.61 1.34 2.90 0.00
H 1.61 3.74 4.60 0.00
H 2.09 3.78 2.94 0.00
H 4.26 3.42 3.62 0.00
C 1.12 2.57 -5.01 0.00
C 0.21 1.78 -4.08 0.00
O -0.77 2.56 -3.53 0.00
H 1.95 1.93 -5.29 0.00
H 1.43 3.53 -4.59 0.00
H 0.55 2.80 -5.91 0.00
H 0.78 1.26 -3.31 0.00
H -0.23 0.97 -4.66 0.00
H -0.37 3.22 -2.97 0.00
C 0.86 -3.62 2.47 0.00
C 0.95 -4.38 1.11 0.00
O -0.09 -5.34 1.09 0.00
H 0.90 -4.24 3.36 0.00
H -0.05 -3.02 2.38 0.00
H 1.65 -2.89 2.65 0.00
H 1.94 -4.83 1.10 0.00
H 0.87 -3.67 0.29 0.00
H 0.18 -6.00 0.45 0.00
C 3.88 -2.81 -1.70 0.00
C 5.37 -2.79 -1.78 0.00
O 5.80 -3.23 -3.04 0.00
H 3.38 -2.43 -2.60 0.00
H 3.48 -2.31 -0.82 0.00
H 3.53 -3.84 -1.60 0.00
H 5.81 -3.46 -1.03 0.00
H 5.79 -1.82 -1.53 0.00
H 6.64 -3.69 -2.92 0.00
C -3.27 3.90 2.43 0.00
C -2.14 4.19 3.35 0.00
O -2.54 4.99 4.45 0.00
H -3.05 3.01 1.84 0.00
H -3.37 4.75 1.76 0.00
H -4.24 3.75 2.91 0.00
H -1.25 4.59 2.86 0.00
H -1.84 3.22 3.77 0.00
H -1.74 5.40 4.78 0.00
```

Output
- total charge = +1
- maximum force (Eh/bohr) = 0.1708
- highest occupied orbital energy (spin up / spin down) (hartree) = -0.4067 / -0.4373
- lowest unoccupied orbital energy (spin up / spin down) (eV) = -4.6 / -4.3
- frontier orbital gap (spin up / spin down) (eV) = 6.47 / 7.56
- multiplicity = 2

***

Record 2
The following is a DFT calculation (ωB97M-V/def2-TZVPD) of C22H63Li4N7O13 as an isolated structure in a non-equilibrium geometry.

Structure (XYZ):
```
109
Properties=species:S:1:pos:R:3:lowdin_charge:R:1
Li -3.31 3.33 0.60 0.73
Li -1.19 2.53 3.07 0.75
Li 1.32 1.54 4.19 0.70
Li -3.03 0.27 2.31 0.70
O 0.81 2.18 2.29 -0.46
C 0.46 2.06 0.93 -0.37
C -0.86 1.41 0.52 -0.37
O -2.02 1.76 1.26 -0.52
H 1.27 1.56 0.39 0.11
H 0.48 3.06 0.46 0.09
H -0.71 0.33 0.59 0.08
H -1.08 1.62 -0.53 0.09
C -2.53 -1.91 -1.84 -0.62
O -2.21 -2.55 -0.84 0.02
N -1.64 -1.17 -2.56 0.17
N -3.81 -1.88 -2.35 0.17
H -0.69 -1.04 -2.26 0.07
H -1.93 -0.65 -3.37 0.11
H -4.00 -1.33 -3.17 0.09
H -4.57 -2.29 -1.85 0.11
C 4.62 1.99 1.48 -0.66
O 5.85 1.96 1.41 0.04
N 3.90 0.84 1.53 0.16
N 3.87 3.14 1.48 0.19
H 2.89 0.88 1.53 0.05
H 4.41 0.01 1.73 0.10
H 4.27 4.05 1.35 0.11
H 2.89 3.02 1.64 0.04
C -5.56 -0.99 2.69 -0.07
O -5.08 -0.15 1.62 -0.27
C -6.00 0.92 1.33 -0.18
C -5.87 1.27 -0.14 -0.18
N -4.59 1.92 -0.49 -0.11
C -4.52 2.28 -1.89 -0.20
C -3.15 2.85 -2.30 -0.16
O -2.86 4.03 -1.51 -0.25
C -1.56 4.57 -1.66 -0.09
H -6.51 -1.49 2.47 0.11
H -5.69 -0.38 3.59 0.10
H -4.77 -1.72 2.86 0.09
H -5.75 1.77 1.97 0.13
H -7.04 0.63 1.52 0.14
H -6.65 1.95 -0.48 0.14
H -5.96 0.36 -0.75 0.13
H -3.86 1.22 -0.32 0.09
H -5.28 3.00 -2.17 0.14
H -4.63 1.44 -2.60 0.13
H -3.24 3.25 -3.31 0.14
H -2.37 2.11 -2.09 0.11
H -1.47 5.33 -0.88 0.10
H -1.43 5.11 -2.60 0.11
H -0.75 3.84 -1.56 0.08
C 1.43 -1.50 -1.01 -0.10
O 1.53 -1.69 -2.39 -0.17
C 0.77 -2.73 -2.96 -0.26
C 0.60 -2.61 -4.45 -0.21
N 1.84 -2.73 -5.24 -0.04
C 2.35 -4.11 -5.25 -0.20
C 2.76 -4.51 -6.67 -0.25
O 1.66 -5.08 -7.32 -0.19
C 1.87 -5.27 -8.70 -0.11
H 0.97 -2.36 -0.51 0.09
H 0.75 -0.66 -0.79 0.06
H 2.42 -1.26 -0.62 0.09
H -0.24 -2.81 -2.53 0.09
H 1.24 -3.69 -2.70 0.13
H 0.05 -1.71 -4.75 0.11
H -0.11 -3.39 -4.76 0.13
H 2.48 -2.09 -4.78 0.10
H 1.68 -4.91 -4.93 0.12
H 3.27 -4.16 -4.66 0.12
H 3.61 -5.21 -6.67 0.12
H 3.16 -3.65 -7.22 0.12
H 1.09 -5.91 -9.12 0.09
H 2.83 -5.68 -9.03 0.09
H 1.69 -4.30 -9.16 0.09
C 3.96 3.35 5.22 -0.06
O 3.15 2.17 5.13 -0.26
C 3.86 1.05 5.62 -0.21
C 3.00 -0.20 5.44 -0.20
N 2.50 -0.31 4.08 -0.13
C 1.46 -1.36 3.87 -0.16
C 1.39 -1.68 2.38 -0.21
O 0.29 -2.53 2.14 -0.24
C 0.51 -3.89 2.50 -0.05
H 4.89 3.15 4.66 0.10
H 4.33 3.50 6.24 0.10
H 3.52 4.25 4.81 0.09
H 4.01 1.16 6.70 0.14
H 4.87 0.87 5.24 0.14
H 2.11 -0.18 6.08 0.13
H 3.61 -1.05 5.79 0.14
H 3.33 -0.50 3.53 0.10
H 0.55 -0.84 4.19 0.12
H 1.67 -2.22 4.51 0.13
H 2.33 -2.03 1.94 0.14
H 1.17 -0.72 1.89 0.11
H 1.36 -4.37 2.01 0.11
H -0.37 -4.45 2.15 0.10
H 0.55 -3.98 3.58 0.09
O -2.20 -1.52 1.86 -0.11
H -1.25 -1.74 1.90 0.02
H -2.52 -1.98 1.06 0.04
O 2.25 5.42 -0.17 -0.05
H 2.17 5.63 0.77 0.01
H 1.55 4.77 -0.33 0.00
O 1.42 5.06 2.64 -0.05
H 1.44 4.08 2.55 -0.01
H 0.53 5.27 2.93 0.04
```

Output
- total charge = +2
- maximum force (Eh/bohr) = 0.0488
- highest occupied orbital energy (hartree) = -0.4368
- lowest unoccupied orbital energy (eV) = -7.0
- frontier orbital gap (eV) = 4.93

***

Record 3
The following is a DFT calculation (ωB97M-V/def2-TZVPD) of a 9-piece molecular cluster, C22H63NO8 overall in a non-equilibrium geometry.

Structure (XYZ):
```
94
Properties=species:S:1:pos:R:3:lowdin_charge:R:1
N 27.69 -10.87 -18.94 0.33
H 26.99 -10.41 -18.37 0.08
H 27.73 -11.85 -18.71 0.07
H 28.60 -10.46 -18.80 0.07
H 27.48 -10.77 -19.92 0.07
C 28.63 -14.95 -17.95 -0.24
O 28.48 -13.54 -18.15 -0.43
H 27.75 -15.41 -17.48 0.07
H 29.04 -15.46 -18.82 0.07
H 29.36 -15.18 -17.17 0.05
C 28.14 -10.75 -14.97 -0.04
C 28.07 -12.24 -14.72 -0.53
C 27.61 -12.54 -13.32 -0.06
O 27.10 -12.80 -15.53 -0.04
H 27.31 -10.15 -14.60 0.07
H 28.15 -10.54 -16.04 0.06
H 28.96 -10.28 -14.44 0.08
H 28.99 -12.80 -14.90 0.14
H 26.67 -12.00 -13.24 0.08
H 28.30 -12.12 -12.59 0.08
H 27.41 -13.59 -13.12 0.08
H 27.51 -13.09 -16.35 0.04
C 31.30 -13.58 -21.67 -0.04
C 30.52 -12.46 -20.93 -0.49
C 30.57 -11.15 -21.73 -0.04
O 29.21 -12.90 -20.88 -0.07
H 30.89 -14.55 -21.41 0.08
H 32.38 -13.51 -21.50 0.07
H 31.11 -13.43 -22.74 0.07
H 30.81 -12.28 -19.90 0.11
H 30.52 -11.30 -22.81 0.08
H 31.48 -10.60 -21.48 0.08
H 29.73 -10.54 -21.38 0.04
H 29.02 -13.22 -20.00 0.03
C 24.54 -8.16 -16.21 -0.05
C 25.07 -9.33 -17.05 -0.47
C 23.91 -9.96 -17.90 -0.03
O 26.08 -8.92 -17.91 -0.07
H 24.31 -7.32 -16.87 0.08
H 25.31 -7.85 -15.51 0.08
H 23.65 -8.37 -15.61 0.08
H 25.46 -10.03 -16.31 0.13
H 23.07 -10.33 -17.31 0.08
H 24.34 -10.83 -18.39 0.05
H 23.42 -9.32 -18.63 0.07
H 25.78 -8.09 -18.29 0.10
C 32.42 -13.91 -18.13 -0.06
C 31.87 -13.37 -16.87 -0.52
C 32.96 -12.76 -15.99 -0.03
O 30.91 -12.41 -17.20 -0.07
H 33.23 -14.57 -17.82 0.08
H 32.87 -13.21 -18.84 0.09
H 31.60 -14.45 -18.61 0.08
H 31.41 -14.19 -16.31 0.13
H 33.31 -11.90 -16.55 0.08
H 33.85 -13.39 -15.94 0.08
H 32.54 -12.61 -15.00 0.08
H 30.10 -12.87 -17.43 0.03
C 23.66 -13.57 -20.00 -0.04
C 25.02 -14.04 -19.46 -0.51
C 25.92 -14.14 -20.65 -0.06
O 25.58 -13.13 -18.57 -0.06
H 23.16 -13.19 -19.11 0.07
H 23.15 -14.42 -20.45 0.08
H 23.78 -12.75 -20.70 0.08
H 24.99 -14.98 -18.92 0.14
H 25.44 -14.62 -21.50 0.08
H 26.87 -14.61 -20.42 0.07
H 26.18 -13.13 -20.97 0.07
H 26.39 -13.56 -18.29 0.04
C 27.42 -8.33 -22.30 -0.03
C 26.50 -9.07 -21.35 -0.52
C 25.06 -8.90 -21.70 -0.05
O 26.72 -10.42 -21.49 -0.07
H 28.44 -8.70 -22.33 0.07
H 27.42 -7.31 -21.93 0.09
H 27.04 -8.36 -23.32 0.09
H 26.71 -8.74 -20.34 0.12
H 24.70 -7.88 -21.60 0.09
H 24.40 -9.44 -21.02 0.07
H 24.80 -9.19 -22.72 0.09
H 26.79 -10.66 -22.42 0.12
C 30.69 -8.27 -19.71 -0.04
C 31.14 -9.31 -18.68 -0.46
C 32.09 -8.67 -17.60 -0.03
O 30.04 -9.92 -18.06 -0.08
H 30.05 -8.70 -20.48 0.04
H 31.53 -7.84 -20.25 0.09
H 30.11 -7.50 -19.20 0.09
H 31.66 -10.11 -19.20 0.12
H 31.57 -7.94 -16.99 0.08
H 32.93 -8.14 -18.03 0.07
H 32.47 -9.40 -16.89 0.06
H 30.39 -10.65 -17.55 0.06
```

Output
- energy above the lowest of the compared OMol25 structures with the same formula, charge and spin (kcal/mol) = 41.0
- maximum force (Eh/bohr) = 0.0682
- highest occupied orbital energy (hartree) = -0.3010
- lowest unoccupied orbital energy (eV) = 0.4
- frontier orbital gap (eV) = 8.60

***

Record 4
The following is a DFT calculation (ωB97M-V/def2-TZVPD) of a 8-piece molecular cluster, C22H64BN2O14 overall in a non-equilibrium geometry.

Structure (XYZ):
```
103
Properties=species:S:1:pos:R:3:lowdin_charge:R:1
B 0.35 -1.23 -1.17 -0.41
H 1.16 -0.72 -0.68 0.02
H -0.53 -0.61 -1.14 0.00
H 0.54 -1.36 -2.23 0.01
H 0.22 -2.19 -0.70 0.01
C 1.01 -5.83 -2.03 -0.23
C 0.00 -5.13 -1.06 -0.22
O 0.60 -4.96 0.19 -0.08
O 1.84 -6.75 -1.37 -0.08
H 1.64 -5.07 -2.49 0.09
H 0.41 -6.29 -2.82 0.11
H -0.93 -5.64 -0.82 0.12
H -0.25 -4.17 -1.50 0.09
H 1.09 -4.14 0.23 0.04
H 1.72 -6.62 -0.43 0.06
C -0.47 -2.22 2.30 -0.20
C -1.76 -2.89 1.81 -0.21
O -2.93 -2.27 2.41 -0.10
O -0.24 -0.91 1.68 -0.09
H 0.46 -2.78 2.17 0.10
H -0.59 -2.17 3.38 0.11
H -1.74 -3.91 2.18 0.11
H -1.80 -2.91 0.72 0.10
H -3.33 -1.65 1.79 -0.01
H -0.14 -0.98 0.73 -0.01
C -0.12 2.18 -2.84 -0.21
C 1.19 1.51 -3.38 -0.17
O 1.98 0.87 -2.32 -0.10
O -1.02 1.17 -2.41 -0.10
H -0.54 2.88 -3.55 0.11
H 0.02 2.84 -1.98 0.11
H 1.84 2.22 -3.88 0.11
H 0.92 0.78 -4.14 0.11
H 1.47 0.15 -1.95 -0.03
H -0.59 0.52 -1.85 0.00
C 3.54 -3.38 -0.62 -0.24
C 3.74 -2.63 -1.96 -0.19
O 2.49 -2.61 -2.65 -0.08
O 2.58 -2.80 0.20 -0.07
H 4.50 -3.35 -0.10 0.11
H 3.32 -4.44 -0.73 0.10
H 4.52 -3.14 -2.52 0.11
H 4.08 -1.62 -1.72 0.11
H 1.91 -2.00 -2.18 -0.01
H 1.99 -2.19 -0.25 0.01
C -1.34 -2.18 -4.28 -0.24
C -2.23 -1.42 -5.24 -0.21
O -2.20 -0.03 -4.88 -0.11
O -1.81 -2.46 -2.97 -0.06
H -0.41 -1.62 -4.24 0.11
H -1.06 -3.13 -4.74 0.11
H -3.30 -1.65 -5.28 0.11
H -1.86 -1.36 -6.26 0.11
H -2.29 0.06 -3.93 0.03
H -1.25 -2.00 -2.34 0.01
C -8.09 -0.35 3.05 -0.08
O -7.03 -0.41 2.04 -0.17
C -5.80 -0.11 2.60 -0.24
C -4.91 0.14 1.39 -0.18
N -4.47 -1.09 0.69 -0.07
C -3.73 -0.79 -0.51 -0.16
C -4.74 -0.46 -1.66 -0.19
O -5.61 -1.54 -2.02 -0.19
C -6.65 -1.07 -2.85 -0.11
H -8.09 -1.23 3.69 0.08
H -9.09 -0.11 2.69 0.08
H -7.87 0.37 3.84 0.07
H -5.40 -0.81 3.33 0.13
H -5.82 0.88 3.06 0.12
H -4.00 0.65 1.71 0.12
H -5.29 0.86 0.67 0.11
H -5.33 -1.50 0.36 0.11
H -3.20 -1.71 -0.78 0.11
H -2.95 -0.05 -0.36 0.13
H -4.25 -0.07 -2.55 0.11
H -5.38 0.35 -1.32 0.10
H -6.21 -0.79 -3.81 0.08
H -7.23 -0.26 -2.41 0.09
H -7.26 -1.96 -3.02 0.09
C 3.31 1.84 0.24 -0.11
O 4.18 2.19 1.31 -0.20
C 4.21 3.62 1.64 -0.20
C 5.21 3.81 2.77 -0.23
N 5.34 5.21 3.10 -0.08
C 5.97 5.43 4.39 -0.22
C 6.47 6.87 4.74 -0.19
O 5.35 7.61 5.31 -0.20
C 5.68 8.98 5.50 -0.12
H 3.76 2.18 -0.69 0.08
H 2.31 2.20 0.47 0.09
H 3.28 0.76 0.08 0.08
H 3.28 4.14 1.84 0.12
H 4.65 4.16 0.80 0.12
H 6.15 3.33 2.49 0.12
H 4.87 3.24 3.64 0.11
H 4.49 5.74 3.06 0.11
H 6.83 4.77 4.44 0.11
H 5.29 5.10 5.17 0.11
H 6.79 7.29 3.79 0.11
H 7.31 6.76 5.43 0.11
H 4.85 9.57 5.89 0.08
H 5.86 9.38 4.50 0.08
H 6.57 9.08 6.13 0.08
```

Output
- energy above the lowest of the compared OMol25 structures with the same formula, charge and spin (kcal/mol) = 0.0
- total charge = -1
- maximum force (Eh/bohr) = 0.0774
- highest occupied orbital energy (hartree) = -0.2375
- lowest unoccupied orbital energy (eV) = 2.2
- frontier orbital gap (eV) = 8.71